A structure of composition C8H8N2O2S. Source: OMol25; level of theory: ωB97M-V/def2-TZVPD.

Geometry as XYZ:
```
21
Properties=species:S:1:pos:R:3:forces:R:3:nbo_charge:R:1
C 0.581 2.299 -1.216 -1.55 1.01 0.34 -0.292
C -0.020 -1.382 -0.053 -2.43 -1.11 0.62 0.100
C -0.352 2.185 -0.067 1.89 -0.79 -0.47 0.127
C 0.950 -1.103 -0.885 2.18 1.29 -0.11 -0.430
C 1.596 1.562 -1.450 2.69 -3.30 -0.07 -0.327
C 1.101 -1.585 -2.234 -1.70 -0.35 -0.41 0.736
C 0.234 0.359 1.560 1.74 1.94 -3.02 -0.074
C -1.680 -1.061 1.783 0.02 -1.44 -0.90 -0.419
N -0.555 1.499 0.957 0.19 -1.84 1.95 -0.424
N -0.329 -0.900 1.178 -0.37 -0.04 -1.09 -0.400
O 0.320 -2.347 -2.780 1.65 0.54 -0.22 -0.594
O 2.121 -0.842 -2.688 0.19 -0.32 -0.59 -0.644
S 2.304 0.153 -1.093 -1.37 0.32 -0.20 0.966
H 0.233 2.975 -1.997 -0.02 0.19 0.23 0.223
H -0.710 -2.144 -0.510 0.58 0.58 0.72 0.251
H -1.096 2.845 -0.228 -2.74 2.46 -0.45 0.160
H 1.354 0.564 1.383 -1.56 -1.09 0.15 0.194
H 0.057 0.319 2.563 -0.23 1.01 2.94 0.196
H -1.563 -1.576 2.732 -0.08 0.23 0.28 0.206
H -2.192 -0.115 1.873 0.13 0.36 0.17 0.228
H -2.353 -1.706 1.173 0.77 0.36 0.13 0.217
```
Forces are in eV/Å.

Properties
ΔE to the lowest compared entry with this formula, charge and spin = 5.681 eV
max |F| = 4.26 eV/A
spin multiplicity = 1
electronic energy = -26329.92952 eV
E_HOMO (spin up / spin down) = -8.62 / -8.62 eV

An isolated molecule of C7H9NS. Source: OMol25; level of theory: ωB97M-V/def2-TZVPD.

Geometry as XYZ:
```
18
Properties=species:S:1:pos:R:3:forces:R:3:nbo_charge:R:1
C 1.634 0.085 -1.491 1.04 2.25 -1.57 0.238
C 0.624 0.187 1.498 -0.28 -0.62 -3.63 -0.182
C 1.187 -0.855 0.754 0.42 0.97 2.74 -0.199
C -0.054 1.318 0.856 3.36 -3.77 -3.04 -0.413
C -1.319 0.845 -0.151 3.79 -0.94 -0.26 -0.478
C 1.523 -0.955 -0.603 -1.44 -1.49 2.13 -0.364
C -1.107 -0.298 -1.011 0.90 0.83 -2.50 -0.307
N 1.824 1.039 -2.142 -0.46 -1.36 0.68 -0.356
S -1.872 -1.834 -0.820 0.12 -0.03 -0.35 0.109
H 0.410 0.010 2.466 -0.42 -0.73 3.25 0.188
H 1.446 -1.713 1.432 -0.23 0.54 -1.17 0.213
H -0.502 1.938 1.499 -1.23 2.78 2.30 0.211
H 0.800 1.677 0.220 -1.60 0.82 0.17 0.243
H -2.099 0.674 0.466 -2.67 -0.07 2.07 0.211
H -1.271 1.763 -0.629 -0.97 1.45 -1.46 0.250
H 1.659 -2.013 -0.752 0.51 0.04 -1.47 0.254
H -0.715 -0.033 -2.081 -0.96 -1.05 2.08 0.257
H -2.166 -1.834 0.489 0.10 0.36 0.03 0.124
```
Forces are in eV/Å.

Properties
ΔE to the lowest compared entry with this formula, charge and spin = 4.033 eV
max |F| = 5.89 eV/A
spin multiplicity = 1
electronic energy = -19725.40552 eV
E_HOMO (spin up / spin down) = -7.33 / -7.73 eV

A structure of composition C25H31AsMoN2. Source: OMol25; level of theory: ωB97M-V/def2-TZVPD.

Geometry as XYZ:
```
60
Properties=species:S:1:pos:R:3:forces:R:3:nbo_charge:R:1
Mo 1.045 1.109 -0.475 2.48 0.68 3.39 0.741
C -0.906 2.583 -2.299 -0.24 0.68 -0.08 -0.257
N -0.578 1.284 -1.769 0.03 -0.22 0.37 -0.490
C 0.014 0.429 -2.572 -0.92 -0.27 -0.70 0.060
C 0.531 -0.787 -2.075 0.08 -0.91 -0.80 -0.016
C 0.735 -2.040 -2.685 0.09 0.35 -0.10 -0.273
C 1.161 -2.892 -1.675 -0.10 0.23 -0.19 -0.283
C 1.242 -2.135 -0.510 0.00 0.00 0.53 -0.040
N 0.853 -0.868 -0.729 -0.16 -1.75 0.06 -0.518
C 0.374 3.393 -2.381 -0.04 -0.06 0.36 -0.040
C 0.555 4.425 -3.282 0.03 -0.10 0.04 -0.205
C 1.737 5.154 -3.271 0.03 0.01 0.04 -0.210
C 2.750 4.810 -2.389 0.03 0.08 -0.15 -0.212
C 2.586 3.762 -1.504 -0.24 -0.20 0.35 -0.202
C 1.386 3.033 -1.466 0.35 0.86 -0.43 -0.255
H -1.609 3.065 -1.603 0.09 -0.11 -0.23 0.219
H -1.388 2.515 -3.283 0.03 -0.04 0.11 0.201
H -0.010 0.590 -3.656 0.20 0.06 0.17 0.208
H 0.560 -2.281 -3.718 -0.01 0.00 -0.14 0.221
H 1.384 -3.936 -1.772 0.07 -0.20 0.02 0.221
H 1.582 -2.454 0.463 -0.04 0.08 0.04 0.208
H -0.239 4.672 -3.976 -0.03 0.05 -0.06 0.210
H 1.856 6.001 -3.928 0.04 0.04 -0.13 0.213
H 3.671 5.373 -2.379 0.10 0.07 -0.03 0.214
H 3.369 3.518 -0.793 -0.07 0.06 -0.07 0.218
H 0.979 2.745 -0.281 0.05 1.80 -0.07 0.240
C -3.832 -1.522 -5.071 0.02 0.08 0.08 -0.617
C -2.677 -1.261 -4.117 0.08 0.01 0.13 -0.702
As -3.109 -0.632 -2.269 -0.59 -0.32 -0.36 0.866
C -4.285 -2.164 -1.758 0.02 0.11 -0.04 -0.710
C -4.345 -2.330 -0.243 0.13 0.09 -0.11 -0.612
C -4.475 0.738 -2.792 0.10 -0.12 -0.04 -0.706
C -5.013 1.545 -1.618 0.14 -0.12 -0.03 -0.613
H -3.456 -1.912 -6.017 -0.01 -0.06 -0.08 0.208
H -4.377 -0.608 -5.293 -0.12 0.04 0.00 0.202
H -4.524 -2.253 -4.661 -0.12 -0.03 0.01 0.205
H -1.998 -0.532 -4.572 0.04 0.00 0.13 0.202
H -2.103 -2.184 -3.989 0.06 0.12 0.12 0.219
H -3.856 -3.071 -2.198 -0.01 0.16 -0.09 0.214
H -5.290 -2.040 -2.164 0.01 0.04 -0.12 0.205
H -3.345 -2.525 0.145 -0.02 0.01 0.12 0.211
H -4.992 -3.162 0.036 -0.03 -0.02 0.05 0.206
H -4.719 -1.425 0.238 -0.03 -0.01 0.08 0.199
H -5.304 0.270 -3.325 0.09 -0.09 -0.06 0.207
H -3.978 1.421 -3.492 0.01 -0.16 -0.02 0.205
H -5.529 0.901 -0.906 -0.01 0.02 0.11 0.203
H -5.724 2.301 -1.959 0.02 0.01 0.04 0.207
H -4.195 2.049 -1.100 -0.06 0.03 0.12 0.203
C 1.741 1.814 1.122 -1.92 -2.09 -3.10 -0.089
C 1.968 2.861 2.036 0.28 1.39 0.84 -0.189
C 3.259 3.382 2.229 -0.25 -0.27 -0.12 -0.188
C 3.449 4.574 2.899 0.04 0.16 0.10 -0.164
C 2.365 5.272 3.409 -0.08 -0.07 -0.01 -0.220
C 1.086 4.742 3.284 -0.01 0.10 0.13 -0.214
C 0.885 3.552 2.617 0.12 -0.26 -0.18 -0.175
H 4.101 2.853 1.806 0.08 -0.05 -0.06 0.214
H 4.445 4.976 3.002 0.10 0.03 0.02 0.205
H 2.506 6.227 3.894 0.05 0.03 0.08 0.213
H 0.240 5.278 3.695 -0.02 0.00 0.01 0.215
H -0.113 3.146 2.497 0.03 0.03 -0.03 0.218
```
Forces are in eV/Å.

Properties
ΔE to the lowest compared entry with this formula, charge and spin = 3.681 eV
max |F| = 4.25 eV/A
spin multiplicity = 1
electronic energy = -92096.70725 eV
E_HOMO (spin up / spin down) = -6.83 / -6.90 eV

A cluster of 2 separate species, C21H39BrN5O in total. Source: OMol25; level of theory: ωB97M-V/def2-TZVPD.

Geometry as XYZ:
```
67
Properties=species:S:1:pos:R:3:forces:R:3:nbo_charge:R:1
C 1.665 -1.137 3.792 0.14 -0.42 -0.67 -0.634
C 2.829 -0.774 2.853 0.19 0.53 0.84 -0.233
N 2.469 0.175 1.782 -0.85 -0.91 0.23 -0.567
C 1.594 -0.290 0.811 0.76 0.41 0.69 0.371
N 1.474 -1.595 0.715 -0.39 0.10 -0.49 -0.252
N 0.651 -2.005 -0.240 0.25 -0.45 0.21 -0.144
Br 0.575 -3.875 -0.354 0.05 0.26 0.08 0.352
C -0.080 -1.256 -1.040 -0.73 0.50 -0.52 0.231
C -0.999 -1.908 -2.013 0.23 -0.49 -0.05 -0.673
C 0.019 0.165 -0.940 0.39 -0.47 0.34 0.127
C -0.805 1.083 -1.789 0.09 0.63 0.30 -0.466
C -1.841 1.911 -1.007 -0.48 -0.75 -0.40 -0.382
C -2.904 1.038 -0.308 -0.32 1.12 0.50 -0.222
C -4.239 1.828 -0.279 0.20 -0.36 0.21 -0.605
C -2.477 0.744 1.144 0.46 -0.50 -0.69 -0.387
C -3.027 -0.556 1.722 -0.34 0.38 0.46 -0.424
C -4.510 -0.737 1.611 -0.08 -0.40 -0.41 -0.220
C -5.146 -1.613 0.827 0.23 0.19 0.20 0.043
C -4.455 -2.440 -0.231 -0.41 0.16 0.35 -0.657
C -6.616 -1.837 0.998 -0.12 0.27 -0.04 -0.639
C 0.919 0.653 -0.021 0.12 -0.09 -0.05 0.001
C 1.221 2.124 0.113 0.13 -0.10 -0.69 -0.280
N 2.642 2.488 0.068 -0.22 -0.06 0.40 -0.802
H 0.801 -0.502 3.613 -0.13 0.14 0.07 0.201
H 1.365 -2.163 3.611 -0.23 -0.13 0.10 0.224
H 1.961 -1.045 4.827 0.03 0.03 0.25 0.233
H 3.566 -0.256 3.457 0.25 0.18 -0.12 0.215
H 3.332 -1.650 2.475 -0.06 -0.13 -0.41 0.224
H 2.055 0.978 2.241 0.29 0.40 -0.27 0.383
H -1.720 -2.535 -1.497 -0.21 -0.02 0.14 0.264
H -0.449 -2.565 -2.679 0.16 -0.10 -0.10 0.260
H -1.518 -1.194 -2.624 -0.17 0.12 -0.03 0.247
H -1.353 0.572 -2.565 0.06 -0.18 -0.15 0.227
H -0.117 1.760 -2.292 0.06 0.06 -0.16 0.244
H -1.409 2.589 -0.283 0.26 0.16 0.17 0.205
H -2.347 2.525 -1.745 0.03 0.17 -0.17 0.228
H -3.062 0.131 -0.886 0.12 -0.34 0.05 0.191
H -4.976 1.419 -0.962 -0.06 0.14 -0.26 0.222
H -4.052 2.875 -0.487 -0.10 0.21 -0.23 0.208
H -4.687 1.801 0.707 -0.14 -0.13 0.17 0.215
H -1.388 0.681 1.187 0.09 0.02 0.14 0.175
H -2.747 1.607 1.744 -0.15 0.11 0.22 0.212
H -2.802 -0.554 2.789 0.14 -0.06 0.16 0.220
H -2.505 -1.419 1.323 0.16 -0.14 -0.34 0.187
H -5.113 -0.116 2.261 -0.07 -0.01 0.22 0.202
H -4.269 -1.819 -1.105 0.19 0.03 -0.17 0.211
H -3.530 -2.862 0.142 0.31 -0.13 -0.08 0.204
H -5.104 -3.244 -0.557 -0.02 -0.26 -0.02 0.227
H -7.060 -0.990 1.512 -0.18 0.07 0.05 0.220
H -7.139 -1.997 0.059 -0.02 0.06 -0.18 0.214
H -6.797 -2.716 1.611 0.02 -0.22 0.07 0.225
H 0.711 2.531 0.986 0.05 0.01 0.29 0.225
H 0.751 2.602 -0.733 -0.23 0.24 -0.13 0.217
H 3.233 1.678 -0.053 0.00 -0.10 -0.01 0.364
H 2.904 2.879 0.962 0.26 0.16 -0.05 0.371
C 7.663 0.642 -2.594 -0.01 0.03 0.00 -0.724
C 6.698 1.726 -2.176 0.08 0.07 -0.01 0.679
O 7.001 2.901 -2.169 0.00 0.00 0.01 -0.603
N 5.442 1.338 -1.796 0.02 -0.14 0.04 -0.637
C 4.895 -0.002 -1.737 -0.20 0.45 0.09 -0.413
H 8.606 1.107 -2.863 -0.02 0.07 0.01 0.254
H 7.839 -0.056 -1.775 -0.02 -0.07 -0.06 0.225
H 7.282 0.098 -3.459 0.01 -0.08 0.05 0.226
H 4.849 2.111 -1.534 0.00 0.04 -0.07 0.403
H 4.024 -0.079 -2.394 0.03 -0.15 -0.03 0.186
H 4.578 -0.233 -0.713 0.05 -0.16 -0.02 0.179
H 5.629 -0.738 -2.045 0.02 -0.01 0.00 0.225
```
Forces are in eV/Å.

Properties
max |F| = 1.27 eV/A
spin multiplicity = 1
electronic energy = -101942.46685 eV
charge = +1
E_HOMO = -11.25 eV